Entry 1:
{
  "formula": "C4H6OSi",
  "method": "the ωB97M-V functional and the def2-TZVPD basis",
  "symbols": ["C", "C", "C", "C", "O", "Si", "H", "H", "H", "H", "H", "H"],
  "coordinates": [[-0.108, 0.405, -0.507], [-1.867, 1.315, -0.106], [1.092, 0.059, -0.175], [2.453, -0.018, 0.287], [0.181, -1.097, -0.542], [-2.532, -0.379, 0.022], [3.245, -0.207, -0.507], [2.797, 0.958, 0.744], [2.571, -0.929, 0.833], [-2.494, -1.593, -0.725], [-3.424, -0.708, 1.221], [-1.915, 2.194, -0.547]],
  "lowdin_charge": [-0.128, -0.125, -0.274, -0.054, -0.189, 0.758, 0.103, 0.107, 0.075, -0.087, -0.080, -0.106],
  "relative_energy_ev": 8.866,
  "orbital_gap_ev": [6.86, 6.86],
  "e_homo_ha": [-0.27870, -0.27872]
}

Entry 2:
{
  "formula": "C4H6P2",
  "method": "the ωB97M-V functional and the def2-TZVPD basis",
  "symbols": ["C", "C", "C", "P", "C", "P", "H", "H", "H", "H", "H", "H"],
  "coordinates": [[-1.998, -0.360, 0.235], [-0.455, -0.193, 0.226], [0.243, 1.100, 0.270], [1.970, 0.969, 0.219], [2.033, -0.772, -0.262], [0.582, -1.637, -0.190], [-2.333, -1.162, -0.397], [-2.592, 0.556, 0.076], [-2.256, -0.806, 1.137], [-0.264, 2.152, 0.121], [2.083, 1.464, -1.176], [2.988, -1.312, -0.259]],
  "lowdin_charge": [-0.143, -0.558, -0.437, 0.747, -0.720, 0.876, 0.048, 0.079, 0.034, 0.095, -0.006, -0.014],
  "relative_energy_ev": 0.546,
  "orbital_gap_ev": 8.65,
  "e_homo_ha": -0.32474,
  "smiles": "Cc1c[pH]cp1"
}

Entry 3:
{
  "formula": "C4H6P2S",
  "method": "the ωB97M-V functional and the def2-TZVPD basis",
  "symbols": ["P", "C", "C", "C", "S", "C", "P", "H", "H", "H", "H", "H", "H"],
  "coordinates": [[-1.980, -0.892, 0.142], [-0.488, 0.067, 0.404], [-0.117, 0.829, 1.541], [0.984, 1.599, 1.278], [1.616, 1.320, -0.264], [0.398, 0.179, -0.648], [0.083, -0.356, -2.358], [-1.789, -1.678, 1.374], [-1.412, -1.834, -0.763], [-0.599, 0.628, 2.426], [1.602, 2.282, 1.874], [0.179, -1.730, -1.976], [1.521, -0.415, -3.028]],
  "lowdin_charge": [0.815, -0.705, -0.196, -0.433, 0.947, -0.942, 0.745, -0.070, -0.145, 0.074, 0.069, -0.116, -0.043],
  "relative_energy_ev": 0.832,
  "orbital_gap_ev": 9.25,
  "e_homo_ha": -0.31119,
  "smiles": "Pc1ccsc1P"
}

> What is the formula in the first record?

C4H6OSi